1.
The following is a DFT calculation (ωB97M-V/def2-TZVPD) of C10H14BClN6Pd as an isolated structure in a non-equilibrium geometry.

Structure (XYZ):
```
33
Properties=species:S:1:pos:R:3:lowdin_spin:R:1
H -1.11780 1.38416 3.26202 0.002
N -0.85253 0.05592 1.70426 0.126
B -0.99684 -1.73285 -0.06652 0.000
N -1.34241 -1.18753 1.34349 0.008
C -1.98114 -1.70824 2.39443 -0.002
Pd 0.27379 1.31154 0.50949 1.393
H -2.36399 -2.70311 2.31057 0.000
C -2.00411 -0.73084 3.39422 0.003
H -2.52422 -0.79609 4.31637 0.001
C -1.32465 0.38341 2.90852 0.010
H -1.56467 -2.76775 -0.29301 0.000
C 2.92719 3.76750 -0.53261 0.007
H 3.18957 4.74900 -0.13290 0.000
H 2.25880 3.86332 -1.38904 0.001
H 3.76491 3.10115 -0.75689 0.000
N 0.52426 -1.79376 -0.10035 0.003
N -1.37947 -0.65973 -1.13326 0.011
N 1.24751 -0.65088 0.09402 0.076
N -1.02389 0.65813 -1.02485 0.171
C 1.32403 -2.85958 -0.26162 0.000
C -1.99778 -0.83158 -2.31649 -0.001
H 0.87327 -3.83031 -0.40348 0.000
H -2.32225 -1.80592 -2.62841 0.001
C 2.63623 -2.40570 -0.14599 0.002
C -2.10000 0.40623 -2.91898 0.004
C 2.55301 -1.01021 0.08562 0.007
C -1.47742 1.32046 -2.08925 0.007
H 3.50412 -3.01240 -0.27220 0.001
H -2.59500 0.68869 -3.83172 0.001
H 3.30133 -0.24360 0.21711 0.000
H -1.36483 2.40350 -2.16068 0.000
H 2.33125 3.25944 0.22996 0.008
Cl -0.37630 3.37761 -0.31183 0.159
```

molar mass: 370.95 u
expectation value of S²: 2.006
frontier orbital gap (spin up / spin down): 0.3479 / 0.3006 Ha
HOMO level (spin up / spin down): -8.911 / -9.173 eV
energy above the lowest of the compared OMol25 structures with the same formula, charge and spin: 0.0 kcal/mol
spin multiplicity: 3
calculated total energy: -36216.9767 eV


2.
The following is a DFT calculation (ωB97M-V/def2-TZVPD) of one molecule with the formula C13H13OP in a non-equilibrium geometry.

Structure (XYZ):
```
28
Properties=species:S:1:pos:R:3:nbo_charge:R:1
C 0.06675 1.72660 2.49928 -0.223
C -1.37781 0.68141 -1.40486 -0.223
C 0.39591 2.38577 1.38496 -0.219
C 0.49045 0.41506 2.70632 -0.189
C -2.05129 -0.17239 -0.45439 -0.208
C -0.26676 0.20966 -2.01799 -0.131
C 0.94229 1.78461 0.27395 -0.196
C 0.88988 -0.26962 1.56735 -0.215
C -1.58470 -1.39519 -0.20313 -0.204
C 0.40262 -1.10514 -1.55656 -0.292
C 1.18694 0.38962 0.38509 -0.055
C -0.37098 -1.96705 -0.66425 -0.423
C 1.69566 -0.37765 -0.73070 -0.389
O 0.54229 -4.54931 -1.51463 -1.028
P -0.52592 -3.67446 -1.05989 1.491
H -0.37358 2.40464 3.23673 0.212
H -1.86431 1.56483 -1.74893 0.211
H 0.01096 3.39507 1.36237 0.207
H 0.61872 -0.06215 3.67477 0.217
H -3.03516 0.10799 -0.43421 0.211
H -0.00963 0.70491 -2.84049 0.199
H 1.50780 2.40474 -0.39500 0.215
H 0.76689 -1.32284 1.67552 0.220
H -2.17207 -2.13132 0.28809 0.199
H 0.72268 -1.72380 -2.30925 0.232
H 2.29832 0.18923 -1.46287 0.224
H 2.24816 -1.32699 -0.46109 0.229
H -1.30785 -4.40100 -0.16831 -0.072
```

molar mass: 216.22 u
frontier orbital gap (spin up / spin down): 0.2466 / 0.2414 Ha
HOMO level (spin up / spin down): -7.496 / -7.534 eV
energy above the lowest of the compared OMol25 structures with the same formula, charge and spin: 66.8 kcal/mol
calculated total energy: -25023.7581 eV


3.
The following is a DFT calculation (ωB97M-V/def2-TZVPD) of C31H40FN8O3SZr as an isolated structure in a non-equilibrium geometry.

Structure (XYZ):
```
85
Properties=species:S:1:pos:R:3:mulliken_charge:R:1
Zr 0.94193 0.51282 0.74842 0.183
C 2.94372 -2.97276 -1.48348 -2.021
C 2.21328 -1.76870 -1.00190 0.528
N 2.10777 -1.37446 0.21176 1.177
C 2.67396 -2.09479 1.35174 -1.027
C 3.19093 -1.07807 2.36396 -0.790
N 2.12096 -0.09696 2.65995 0.010
C 2.58419 1.05603 3.48799 -0.993
C 1.83998 2.32431 3.08432 -0.570
N 1.92822 2.42565 1.60673 -0.206
C 1.41372 3.70189 1.04661 -1.182
C 0.01200 3.48126 0.47419 -0.536
N 0.13866 2.28955 -0.35445 0.524
C -0.44809 2.09613 -1.47894 0.883
C -1.53004 2.93708 -2.05485 -2.040
C 0.07974 0.90988 -2.21747 0.668
C -0.25092 0.56471 -3.51861 -1.005
C 0.33355 -0.56870 -4.06835 -1.032
C 1.18082 -1.34918 -3.29486 -0.990
C 1.45746 -0.94566 -1.99396 0.847
N 0.95216 0.18799 -1.50699 0.511
H 3.74274 -3.27453 -0.81189 0.477
H 3.37091 -2.79479 -2.46790 0.501
H 2.25011 -3.81544 -1.56520 0.344
H 3.47622 -2.77730 1.07831 0.504
H 1.86896 -2.68981 1.79626 0.333
H 4.02355 -0.53512 1.92234 0.254
H 3.53816 -1.58646 3.26545 0.453
H 1.38854 -0.57557 3.18266 0.360
H 3.65158 1.19127 3.30686 0.351
H 2.45682 0.86279 4.55237 0.437
H 2.28597 3.19332 3.57104 0.579
H 0.79371 2.27055 3.37125 0.339
H 2.91569 2.35871 1.36026 0.140
H 2.07213 4.01073 0.23465 0.339
H 1.40037 4.49072 1.79828 0.444
H -0.32111 4.35641 -0.08367 0.718
H -0.69996 3.30436 1.28010 0.151
H -2.11166 3.41159 -1.26673 0.516
H -2.19578 2.34331 -2.67747 0.588
H -1.10646 3.72592 -2.68501 0.354
H -0.94228 1.16166 -4.09637 0.517
H 0.11158 -0.85406 -5.08808 0.489
H 1.59068 -2.26409 -3.69759 0.539
C -6.84519 -0.01100 0.82995 -1.306
C -6.04373 -1.17141 1.41572 -0.345
C -6.58677 -2.53937 1.02875 -1.051
C -6.40039 -2.79524 -0.46193 -1.106
C -4.95407 -2.63627 -0.83199 0.851
C -4.41685 -3.30734 -1.90613 -0.759
C -3.06736 -3.16683 -2.23286 -0.174
F -2.58414 -3.81557 -3.29102 -0.339
C -2.22586 -2.38971 -1.48961 -0.596
C -2.74498 -1.69085 -0.39069 1.132
C -1.87390 -0.86184 0.39666 0.757
O -0.60034 -0.83785 0.16406 -0.277
C -2.49154 -0.05800 1.37141 -0.113
C -3.84032 -0.19463 1.63237 -0.324
N -4.61478 -1.05878 0.99690 -0.018
C -4.11497 -1.79581 -0.06372 -0.802
C -1.66377 1.00409 1.99790 0.093
O -2.11108 2.09945 2.23691 -0.617
O -0.38986 0.68189 2.18266 -0.363
H -7.89466 -0.12654 1.09695 0.407
H -6.76701 0.01937 -0.25723 0.387
H -6.50196 0.94456 1.22701 0.416
H -6.04317 -1.09443 2.50311 0.505
H -7.64154 -2.57872 1.29386 0.415
H -6.07527 -3.31542 1.60274 0.378
H -7.01136 -2.09825 -1.04132 0.388
H -6.73950 -3.79700 -0.72161 0.513
H -5.03787 -3.95659 -2.51118 0.588
H -1.17552 -2.30331 -1.72582 0.594
H -4.30587 0.41073 2.40080 0.629
C 7.98055 0.99312 -0.73904 -1.086
N 6.56583 0.67448 -0.57260 -0.137
C 5.58487 1.56132 -0.59939 0.611
N 5.89165 2.84396 -0.78258 -0.350
S 3.95539 1.06236 -0.40873 -0.318
H 8.55593 0.07640 -0.66311 0.361
H 8.31932 1.67570 0.04188 0.362
H 8.17418 1.43463 -1.71832 0.368
H 6.30390 -0.28686 -0.45126 0.251
H 6.83162 3.13668 -1.00429 0.217
H 5.15592 3.51669 -0.89695 0.194
```

molar mass: 715.00 u
frontier orbital gap: 0.2549 Ha
charge: +3
HOMO level: -15.924 eV
energy above the lowest of the compared OMol25 structures with the same formula, charge and spin: 5.8 kcal/mol
calculated total energy: -65677.9600 eV


4.
The following is a DFT calculation (ωB97M-V/def2-TZVPD) of one molecule with the formula C4H6N2S in a non-equilibrium geometry.

Structure (XYZ):
```
13
Properties=species:S:1:pos:R:3:nbo_charge:R:1
C -0.50079 0.15688 -0.06159 -0.276
C 0.45773 -0.40810 0.99773 -0.206
C 0.49184 -0.37734 -1.13536 -0.208
C -1.88180 -0.36302 -0.12324 0.264
H -0.83324 2.35695 1.13735 0.142
H 0.73458 0.29721 1.73040 0.205
H 0.09772 -1.33096 1.40304 0.211
H 2.28622 0.09950 -0.05568 0.365
H 0.18126 -1.34651 -1.57470 0.215
H 0.84398 0.34484 -1.91502 0.212
N 1.56479 -0.62010 -0.10347 -0.616
N -2.93830 -0.82055 -0.11881 -0.299
S -0.50398 2.01118 -0.18065 -0.009
```

molar mass: 114.17 u
frontier orbital gap: 0.3755 Ha
SMILES: N#CC1(S)CNC1
HOMO level: -9.682 eV
energy above the lowest of the compared OMol25 structures with the same formula, charge and spin: 49.0 kcal/mol
calculated total energy: -18058.8473 eV


5.
The following is a DFT calculation (ωB97M-V/def2-TZVPD) of a 9-piece molecular cluster, C3H23NO9 overall in a non-equilibrium geometry.

Structure (XYZ):
```
36
Properties=species:S:1:pos:R:3:nbo_charge:R:1
C -1.87352 -0.16203 2.82867 -0.605
C -0.61120 -0.27180 1.93254 -0.527
C -0.83025 -0.50271 0.45786 0.710
N -0.50869 0.66579 -0.28730 -0.869
O -0.98247 -1.51341 -0.18914 -0.650
H -2.39877 -1.08175 2.93641 0.233
H -1.61937 0.34694 3.74799 0.214
H -2.74964 0.27927 2.22108 0.207
H 0.12592 -0.92534 2.32070 0.237
H -0.16878 0.73695 2.12967 0.238
H -0.37217 1.62429 0.10820 0.435
H -0.88022 0.68815 -1.20789 0.392
H 0.49948 3.25294 -2.13776 0.462
H 0.29073 1.71882 -2.68583 0.484
O 0.08190 2.77727 -2.83377 -1.010
H -3.57146 -1.30757 -1.81670 0.468
H -3.18071 -0.09619 -1.01038 0.465
O -3.73504 -0.39266 -1.75577 -0.932
H 2.14925 2.25044 0.61182 0.481
H 1.56318 3.64401 0.46672 0.477
O 1.42260 2.78367 0.02770 -0.951
H -1.60185 -2.92982 0.55054 0.504
H -1.82852 -4.38396 1.21071 0.459
O -1.76928 -3.52731 1.31169 -0.995
H 3.22106 -1.29233 -2.61015 0.479
H 2.64849 -1.52290 -1.16217 0.464
O 3.15652 -1.95447 -1.76234 -0.944
H 0.24673 -0.39193 -3.48032 0.494
H 0.69882 -0.15453 -2.10316 0.489
O 0.66782 0.27887 -2.95018 -0.919
H 4.16997 -1.36705 0.57135 0.490
H 3.07383 -2.49854 1.12953 0.502
O 3.44696 -1.58476 1.07839 -0.989
H -0.16490 3.55420 2.88513 0.481
H 0.86880 2.58416 3.43022 0.472
O 0.51483 2.91162 2.64728 -0.946
```

molar mass: 217.22 u
frontier orbital gap: 0.3641 Ha
SMILES: CCC(N)=O.O.O.O.O.O.O.O.O
HOMO level: -9.974 eV
energy above the lowest of the compared OMol25 structures with the same formula, charge and spin: 51.6 kcal/mol
calculated total energy: -23400.0662 eV


6.
The following is a DFT calculation (ωB97M-V/def2-TZVPD) of one molecule with the formula C3H5NO2.

Structure (XYZ):
```
11
Properties=species:S:1:pos:R:3:nbo_charge:R:1
N -1.45350 1.11580 -1.05677 -0.683
C -0.35474 0.75871 -0.54883 0.528
C -0.35908 -0.11233 0.68968 -0.164
O 0.98064 -0.60454 0.90453 -0.503
C 1.33141 -1.84917 0.72833 0.155
O 0.86031 1.12283 -1.00865 -0.673
H -1.28776 1.71327 -1.86805 0.355
H -0.59163 0.48508 1.56805 0.225
H -1.06353 -0.94302 0.58180 0.218
H 1.56185 0.70661 -0.48633 0.504
H 0.37602 -2.39323 0.49624 0.040
```

molar mass: 87.08 u
frontier orbital gap: 0.3487 Ha
HOMO level: -9.324 eV
energy above the lowest of the compared OMol25 structures with the same formula, charge and spin: 95.1 kcal/mol
calculated total energy: -8773.5713 eV


7.
The following is a DFT calculation (ωB97M-V/def2-TZVPD) of one molecule with the formula C4H4O in a non-equilibrium geometry.

Structure (XYZ):
```
9
Properties=species:S:1:pos:R:3:nbo_charge:R:1
C 1.61918 -0.07188 0.00372 -0.121
C 1.95235 1.16178 -0.10026 0.073
C 0.21363 -0.31558 0.46265 0.193
C -0.97151 0.12088 -0.37669 -0.669
O 1.07622 -1.33863 0.00849 -0.393
H 0.06854 -0.37504 1.72556 0.207
H -0.76263 0.88026 -1.10950 0.244
H -1.72423 0.58358 0.24752 0.232
H -1.47154 -0.64536 -0.86149 0.234
```

molar mass: 68.08 u
frontier orbital gap: 0.3613 Ha
HOMO level: -9.954 eV
energy above the lowest of the compared OMol25 structures with the same formula, charge and spin: 128.6 kcal/mol
calculated total energy: -6253.8026 eV